Record 1
{
  "formula": "C12H19BrFI2O5S",
  "method": "ωB97M-V/def2-TZVPD",
  "species": ["C", "O", "C", "C", "C", "C", "C", "I", "C", "C", "I", "O", "S", "O", "O", "O", "C", "C", "C", "C", "F", "H", "H", "H", "H", "H", "H", "H", "H", "H", "H", "H", "H", "H", "H", "H", "H", "H", "H", "H", "Br"],
  "xyz": [[4.407, 0.642, 0.462], [3.647, -0.360, -0.195], [3.267, 0.054, -1.500], [1.890, 0.788, -1.525], [0.718, -0.191, -1.170], [-0.569, 0.609, -0.723], [-0.438, 1.347, 0.632], [1.218, 0.776, 1.932], [-1.244, 2.308, 1.104], [-1.060, 3.042, 2.442], [-2.987, 2.971, -0.011], [-0.789, 1.429, -1.937], [-1.896, 0.795, -2.899], [-3.246, 1.269, -2.763], [-1.513, 0.834, -4.274], [-1.976, -0.704, -2.228], [-1.778, -0.407, -0.796], [-1.738, -1.857, -0.180], [-2.242, -1.989, 1.302], [-1.798, -3.387, 1.874], [-0.420, -3.509, 2.070], [5.361, 0.799, -0.085], [4.634, 0.316, 1.494], [3.806, 1.575, 0.552], [3.136, -0.888, -2.075], [4.086, 0.668, -1.934], [1.931, 1.632, -0.801], [1.682, 1.248, -2.510], [1.005, -0.972, -0.441], [0.486, -0.720, -2.121], [-2.074, 3.390, 2.738], [-0.450, 3.960, 2.330], [-0.712, 2.382, 3.250], [-2.755, 0.034, -0.501], [-2.447, -2.445, -0.801], [-0.763, -2.371, -0.260], [-3.351, -2.046, 1.256], [-1.871, -1.151, 1.915], [-2.290, -3.561, 2.856], [-2.114, -4.222, 1.212], [1.246, -2.090, 2.308]],
  "atomic_forces_ev_per_a": [[-0.262, 0.018, 0.201], [0.319, 0.409, -0.121], [-0.760, -0.342, -0.201], [0.218, 0.022, 0.658], [0.377, 0.534, -0.102], [0.803, -2.632, -0.170], [-0.110, 1.079, -0.518], [-1.062, 1.351, -1.008], [0.358, -0.119, 0.169], [-1.556, 0.252, -0.385], [0.548, -0.012, 0.638], [-1.238, 0.384, -0.214], [-2.575, -0.897, -0.847], [0.589, 0.648, 1.081], [1.675, -0.601, 0.623], [1.569, 2.198, -0.542], [-1.055, -1.676, 0.512], [-0.033, 0.171, 0.490], [0.634, -1.018, -0.833], [-0.642, 0.263, 0.349], [-3.937, -2.518, -0.786], [-0.394, 0.184, 0.255], [-0.182, -0.090, -0.566], [0.590, -0.300, -0.177], [0.320, 0.530, 0.127], [-0.501, -0.245, -0.033], [-0.063, -0.482, -0.352], [0.295, -0.328, 0.343], [-0.034, 0.632, -0.022], [-0.172, 0.231, 0.635], [0.616, -0.094, -0.058], [-0.010, -0.689, 0.046], [0.196, 0.286, -0.532], [0.822, 0.169, 0.215], [0.428, 0.417, 0.214], [-0.207, 0.641, -0.048], [0.520, 0.399, 0.358], [-0.253, -0.483, -0.046], [0.298, 0.200, -0.453], [0.098, 0.557, 0.077], [3.775, 0.949, 1.025]],
  "total_charge": -1,
  "orbital_gap_ev": 5.242,
  "e_lumo_ev": 2.3
}

=====

Record 2
{
  "formula": "C3O3Yb",
  "method": "ωB97M-V/def2-TZVPD",
  "species": ["C", "C", "O", "O", "O", "C", "Yb"],
  "xyz": [[-1.879, 0.452, -0.723], [-1.502, -0.588, 0.068], [-2.659, -1.312, 0.018], [2.513, -0.246, -0.288], [-0.953, 0.159, 1.088], [3.361, -0.996, -0.356], [0.488, 1.189, -0.249]],
  "atomic_forces_ev_per_a": [[2.120, 0.849, -2.235], [-7.089, 2.958, 0.473], [3.755, -1.585, 0.876], [0.427, -0.363, 0.004], [2.092, -1.753, 0.773], [-0.192, 0.142, 0.022], [-1.113, -0.247, 0.087]],
  "total_charge": 0,
  "orbital_gap_ev": [4.498, 4.499],
  "e_lumo_ev": [-1.5, -1.3]
}

=====

Record 3
{
  "formula": "C6H9N2",
  "method": "ωB97M-V/def2-TZVPD",
  "species": ["C", "C", "C", "C", "C", "C", "N", "N", "H", "H", "H", "H", "H", "H", "H", "H", "H"],
  "xyz": [[-1.277, -0.066, 0.097], [-0.724, -1.530, -0.100], [1.184, 0.471, -0.140], [-0.250, 0.763, -0.562], [-2.575, 0.529, 0.312], [0.684, -1.908, -0.157], [1.530, -0.764, 0.007], [1.907, 1.465, 0.325], [-2.584, 1.610, 0.439], [-1.561, -2.249, 0.024], [-0.390, 1.843, -0.535], [-0.325, 0.364, -1.635], [-3.402, -0.049, 0.511], [1.179, -2.915, -0.193], [2.450, -1.084, 0.133], [1.387, 2.342, 0.595], [2.766, 1.178, 0.879]],
  "atomic_forces_ev_per_a": [[1.212, -4.037, -1.261], [-5.360, 2.898, 1.837], [-3.071, 1.427, 0.863], [1.568, 0.339, -1.940], [3.939, -0.402, -0.205], [0.992, 2.101, -0.044], [-0.859, -4.740, -0.971], [1.568, 1.002, 1.561], [-0.228, -0.288, -0.304], [1.242, 0.017, -0.017], [-0.189, -0.044, -0.109], [0.268, 1.368, 0.991], [-1.769, -1.094, 0.552], [-0.843, 1.343, 0.050], [1.749, 0.345, 0.482], [1.246, -1.354, -0.547], [-1.464, 1.119, -0.938]],
  "total_charge": 1,
  "orbital_gap_ev": [6.913, 6.982],
  "s2": 2.046,
  "multiplicity": 3,
  "relative_energy_ev": 0.756,
  "e_lumo_ev": [-3.4, -6.5]
}

=====

Record 4
{
  "formula": "CH4N2O2S",
  "method": "ωB97M-V/def2-TZVPD",
  "species": ["C", "N", "N", "O", "O", "S", "H", "H", "H", "H"],
  "xyz": [[-0.666, 1.568, 0.153], [0.397, 0.004, -1.539], [-0.681, 0.517, 0.955], [-1.138, -0.657, 0.804], [1.290, -2.238, -0.206], [0.036, -1.342, -1.121], [-0.149, 2.419, 0.750], [-0.981, 1.570, -0.848], [-0.189, 0.543, 1.772], [2.081, -2.384, -0.719]],
  "atomic_forces_ev_per_a": [[1.922, 0.023, 4.045], [0.238, -0.975, -0.291], [-1.622, 0.580, -3.028], [-0.721, -0.249, -0.692], [-1.651, 0.686, -0.125], [1.388, -0.021, 0.296], [-0.965, -1.259, -1.830], [-0.806, 0.070, -0.716], [1.728, 0.974, 2.856], [0.489, 0.170, -0.513]],
  "total_charge": 0,
  "orbital_gap_ev": 9.775,
  "relative_energy_ev": 4.580,
  "e_lumo_ev": 0.3
}

=====

Record 5
{
  "formula": "C3H12O4",
  "method": "ωB97M-V/def2-TZVPD",
  "species": ["O", "C", "C", "C", "O", "H", "H", "H", "H", "H", "H", "H", "H", "O", "H", "H", "O", "H", "H"],
  "xyz": [[3.375, -0.282, -0.143], [2.248, 0.559, -0.071], [1.263, -0.610, -0.340], [-0.150, -0.030, -0.255], [-0.416, 0.066, 1.090], [4.151, 0.085, -0.533], [2.042, 0.724, 1.015], [2.358, 1.227, -0.952], [1.628, -1.097, -1.273], [1.268, -1.450, 0.430], [-0.315, 0.819, -0.933], [-0.778, -0.748, -0.745], [-1.010, -0.683, 1.605], [-1.093, 3.888, -0.609], [-2.060, 4.032, -0.446], [-0.818, 3.792, 0.264], [-3.529, -3.429, 0.684], [-4.196, -3.308, 1.354], [-3.969, -3.557, -0.143]],
  "atomic_forces_ev_per_a": [[2.318, -0.900, 0.778], [-0.149, -3.767, 0.125], [-0.924, 0.575, -0.540], [0.254, -2.804, -2.173], [-2.817, -0.759, 4.034], [0.618, 0.787, -0.152], [0.387, 1.696, -1.079], [-1.012, 0.525, 1.318], [-0.891, 0.525, 0.248], [0.564, 1.398, -0.660], [0.184, 0.768, 1.146], [-0.848, -0.726, -0.097], [2.281, 2.703, -2.956], [-2.423, 0.508, -1.674], [1.121, -0.150, -0.699], [1.320, -0.405, 2.365], [0.943, 0.110, 0.517], [-0.395, 0.011, 0.123], [-0.530, -0.094, -0.626]],
  "total_charge": 0,
  "orbital_gap_ev": 9.783,
  "relative_energy_ev": 2.837,
  "e_lumo_ev": 0.6,
  "smiles": "OCCCO.O.O"
}

=====

Record 6
{
  "formula": "C4H2N3O3",
  "method": "ωB97M-V/def2-TZVPD",
  "species": ["C", "C", "C", "C", "N", "N", "N", "O", "O", "O", "H", "H"],
  "xyz": [[-1.287, 0.522, 0.330], [2.558, -0.222, -0.666], [-0.850, -0.683, -0.033], [4.198, 0.099, -0.040], [1.652, -0.519, -0.005], [-1.781, 1.632, 0.105], [0.577, -1.118, 0.417], [4.466, 1.257, -0.023], [-1.520, -1.733, -0.225], [4.484, -0.988, 0.306], [-1.792, 1.854, -0.846], [0.705, -2.098, 0.292]],
  "atomic_forces_ev_per_a": [[0.418, 0.244, 0.362], [0.175, 0.871, 0.002], [0.635, -2.753, 0.775], [-0.233, 1.430, 0.195], [-0.807, -0.219, -1.323], [-0.692, 0.758, 1.961], [-0.526, 1.206, 0.591], [0.165, 0.477, -0.347], [-0.077, 0.210, -0.433], [1.253, -2.055, 0.523], [0.191, 0.643, -2.250], [-0.502, -0.812, -0.056]],
  "total_charge": -1,
  "orbital_gap_ev": 6.689,
  "relative_energy_ev": 4.522,
  "e_lumo_ev": 3.5
}